C74H180N12O20 | ωB97M-V/def2-TZVPD

Each line ends with the Mulliken charge.
Element x y z (Å)
1 C 0.798 -1.336 -0.801  0.365
2 C -0.680 -1.153 -1.103  0.913
3 C -1.043 0.333 -1.451  1.347
4 O -0.971 1.233 -0.333  0.726
5 C -1.165 2.636 -0.628  -0.578
6 N -0.920 -2.078 -2.163  0.532
7 H 0.985 -0.665 0.038  -0.260
8 H 1.366 -1.134 -1.708  -0.593
9 H 0.929 -2.370 -0.481  -0.360
10 H -1.381 -1.541 -0.364  -0.285
11 H -2.090 0.450 -1.730  -0.522
12 H -0.352 0.679 -2.220  -0.747
13 H -0.264 3.025 -1.101  -0.017
14 H -1.161 3.259 0.267  0.192
15 H -2.027 2.909 -1.235  -0.136
16 H -1.907 -2.157 -2.363  -0.185
17 H -0.507 -1.662 -2.986  -0.201
18 C 6.749 0.873 3.262  -1.499
19 C 5.470 0.678 2.481  1.103
20 C 5.159 1.882 1.570  -1.198
21 O 3.980 1.787 0.747  -0.058
22 C 2.743 1.408 1.270  0.345
23 N 5.599 -0.569 1.733  -0.318
24 H 7.225 -0.101 3.369  0.323
25 H 6.554 1.281 4.254  0.337
26 H 7.445 1.600 2.843  0.416
27 H 4.626 0.512 3.150  0.106
28 H 5.987 1.985 0.868  0.319
29 H 4.911 2.772 2.148  0.459
30 H 2.705 0.319 1.293  -0.737
31 H 1.895 1.624 0.619  -0.040
32 H 2.580 1.749 2.292  0.520
33 H 4.747 -0.661 1.199  -0.213
34 H 6.223 -0.529 0.939  0.245
35 C -4.445 1.181 -3.621  -0.869
36 O -4.299 1.472 -2.243  0.364
37 C -5.020 0.584 -1.362  -0.559
38 C -4.766 1.088 0.080  0.046
39 N -5.456 2.271 0.491  0.140
40 C -6.892 2.315 0.125  -0.508
41 C -7.735 1.358 0.980  -0.898
42 O -7.486 -0.004 0.781  -0.224
43 C -7.941 -0.948 1.733  -0.695
44 H -5.446 1.495 -3.918  0.347
45 H -4.213 0.141 -3.849  0.083
46 H -3.691 1.688 -4.222  0.186
47 H -4.680 -0.447 -1.451  -0.169
48 H -6.055 0.426 -1.664  0.809
49 H -3.691 1.183 0.228  -0.560
50 H -5.095 0.240 0.681  0.242
51 H -5.009 2.971 -0.084  0.007
52 H -7.103 2.396 -0.942  0.318
53 H -7.276 3.276 0.468  0.494
54 H -8.786 1.494 0.727  0.448
55 H -7.605 1.524 2.049  0.349
56 H -9.022 -1.088 1.745  0.308
57 H -7.532 -0.770 2.728  0.279
58 H -7.546 -1.854 1.274  0.199
59 C 4.856 11.863 5.421  -0.767
60 O 4.463 10.572 5.727  -0.307
61 C 3.333 10.467 6.511  -0.691
62 C 2.904 9.011 6.594  -0.653
63 N 2.569 8.521 5.264  -0.147
64 C 2.317 7.043 5.201  -0.884
65 C 1.814 6.610 3.798  -0.130
66 O 1.103 5.378 3.890  -0.439
67 C 0.677 4.885 2.643  0.088
68 H 4.080 12.492 4.987  0.310
69 H 5.715 11.923 4.753  0.249
70 H 5.181 12.319 6.357  0.317
71 H 2.518 11.137 6.235  0.409
72 H 3.742 10.775 7.473  0.436
73 H 2.041 8.901 7.252  0.375
74 H 3.733 8.477 7.059  0.314
75 H 3.180 8.957 4.588  0.189
76 H 1.525 6.810 5.912  0.329
77 H 3.208 6.520 5.550  0.312
78 H 2.717 6.466 3.204  0.280
79 H 1.190 7.415 3.409  0.217
80 H 0.585 5.690 1.913  0.051
81 H -0.376 4.608 2.689  0.103
82 H 1.295 4.131 2.155  0.072
83 C -2.171 -9.650 0.350  -0.477
84 O -3.308 -9.001 0.854  -0.417
85 C -4.042 -8.142 -0.035  -0.892
86 C -3.250 -6.881 -0.365  0.842
87 N -3.924 -6.061 -1.303  -0.315
88 C -3.165 -4.896 -1.728  1.489
89 C -4.120 -4.040 -2.510  -1.282
90 O -3.355 -3.075 -3.170  -0.280
91 C -2.750 -3.458 -4.444  -0.718
92 H -2.440 -9.964 -0.659  0.382
93 H -1.924 -10.536 0.935  0.150
94 H -1.218 -9.125 0.289  0.178
95 H -4.921 -7.798 0.510  0.357
96 H -4.431 -8.702 -0.885  0.440
97 H -2.269 -7.231 -0.686  -0.609
98 H -3.158 -6.426 0.621  0.033
99 H -4.829 -5.803 -0.938  0.336
100 H -2.419 -5.241 -2.444  -0.585
101 H -2.652 -4.280 -0.990  -0.376
102 H -4.749 -3.462 -1.833  0.392
103 H -4.797 -4.552 -3.194  0.309
104 H -3.599 -3.330 -5.115  0.395
105 H -2.344 -4.465 -4.541  0.314
106 H -1.972 -2.714 -4.613  0.014
107 C 2.317 -3.424 -4.131  -0.530
108 O 1.771 -4.784 -4.089  -0.363
109 C 0.354 -4.899 -4.568  0.460
110 C 0.046 -6.385 -4.730  -0.753
111 N 1.053 -7.034 -5.596  -0.366
112 C 0.923 -6.672 -7.046  -0.262
113 C 2.289 -6.917 -7.713  -0.783
114 O 3.396 -6.167 -7.296  -0.339
115 C 4.271 -6.821 -6.485  -0.658
116 H 1.544 -2.686 -3.913  -0.227
117 H 2.613 -3.262 -5.168  0.476
118 H 3.054 -3.238 -3.350  0.307
119 H 0.134 -4.401 -5.512  0.333
120 H -0.167 -4.535 -3.683  -0.042
121 H -0.996 -6.608 -4.961  0.462
122 H 0.218 -6.840 -3.755  -0.132
123 H 1.948 -6.751 -5.225  0.166
124 H 0.695 -5.641 -7.316  0.216
125 H 0.120 -7.121 -7.631  0.439
126 H 2.052 -6.773 -8.767  0.442
127 H 2.473 -7.990 -7.664  0.353
128 H 3.907 -6.888 -5.459  0.221
129 H 5.178 -6.228 -6.367  0.263
130 H 4.655 -7.746 -6.915  0.340
131 C 0.880 -11.812 1.930  -0.891
132 O 0.729 -10.615 1.158  -0.146
133 C 1.902 -10.284 0.466  -1.036
134 C 1.696 -9.165 -0.524  -0.461
135 N 1.480 -7.836 0.102  -0.214
136 C 0.880 -6.901 -0.837  -1.176
137 C 0.518 -5.634 -0.128  1.423
138 O -0.406 -5.932 0.922  -0.543
139 C -0.862 -4.749 1.541  0.200
140 H 1.066 -12.624 1.227  0.367
141 H -0.031 -11.944 2.515  0.229
142 H 1.658 -11.728 2.689  0.331
143 H 2.354 -11.118 -0.070  0.491
144 H 2.656 -10.041 1.215  0.379
145 H 0.863 -9.423 -1.178  0.361
146 H 2.610 -9.192 -1.117  0.422
147 H 0.930 -7.780 0.947  0.395
148 H 0.028 -7.167 -1.463  0.034
149 H 1.645 -6.666 -1.577  0.574
150 H 0.080 -4.945 -0.851  -0.128
151 H 1.429 -5.205 0.289  -0.667
152 H -1.719 -4.340 1.006  -0.309
153 H -0.166 -3.911 1.543  -0.191
154 H -1.116 -4.878 2.593  0.657
155 C 3.457 1.520 -2.395  -0.845
156 O 3.005 1.730 -3.726  -0.365
157 C 2.582 0.517 -4.312  -0.012
158 C 1.504 0.860 -5.363  -0.916
159 N 0.195 1.279 -4.875  0.643
160 C -0.647 1.719 -5.998  -0.719
161 C -1.290 0.509 -6.832  -0.240
162 O -1.920 1.140 -7.881  -0.413
163 C -1.204 1.499 -9.096  -0.695
164 H 4.245 0.776 -2.516  0.532
165 H 2.612 1.210 -1.780  0.185
166 H 4.004 2.332 -1.916  0.327
167 H 2.247 -0.264 -3.629  -0.301
168 H 3.423 0.071 -4.844  0.474
169 H 1.343 -0.058 -5.927  0.420
170 H 1.871 1.652 -6.015  0.237
171 H 0.212 2.000 -4.168  -0.307
172 H -0.159 2.434 -6.660  0.370
173 H -1.518 2.217 -5.571  0.343
174 H -2.021 -0.040 -6.238  0.004
175 H -0.455 -0.095 -7.186  0.398
176 H -1.915 1.872 -9.833  0.274
177 H -0.797 0.549 -9.440  0.307
178 H -0.463 2.295 -9.023  0.251
179 C -6.007 4.712 -2.398  -0.554
180 O -5.076 5.119 -1.453  -0.293
181 C -3.719 5.064 -2.020  0.042
182 C -2.731 5.555 -0.924  -0.059
183 N -2.826 7.044 -0.791  -0.437
184 C -2.039 7.517 0.391  0.144
185 C -2.249 9.088 0.618  -0.947
186 O -3.581 9.188 1.247  -0.311
187 C -3.989 10.526 1.417  -0.759
188 H -6.080 5.363 -3.269  0.369
189 H -6.952 4.694 -1.855  0.218
190 H -5.701 3.746 -2.800  0.032
191 H -3.700 5.614 -2.961  0.596
192 H -3.522 4.007 -2.195  -0.376
193 H -1.724 5.317 -1.268  -0.100
194 H -2.903 5.090 0.047  0.114
195 H -3.801 7.303 -0.836  0.377
196 H -0.983 7.615 0.142  -0.337
197 H -2.192 6.833 1.226  0.366
198 H -2.150 9.510 -0.382  0.403
199 H -1.471 9.556 1.222  0.572
200 H -3.237 10.991 2.054  0.301
201 H -4.953 10.618 1.916  0.234
202 H -3.963 11.055 0.464  0.309
203 C 3.126 8.830 1.011  -0.771
204 O 3.154 7.577 0.463  -0.341
205 C 2.214 7.455 -0.605  -0.275
206 C 2.362 5.946 -1.052  -0.245
207 N 1.561 5.567 -2.190  0.010
208 C 2.046 4.437 -2.993  0.609
209 C 1.753 4.704 -4.506  -0.900
210 O 2.112 6.040 -4.863  -0.434
211 C 2.046 6.256 -6.277  -0.857
212 H 2.206 8.850 1.595  0.208
213 H 3.178 9.742 0.418  0.371
214 H 3.922 8.777 1.753  0.271
215 H 2.497 8.130 -1.412  0.525
216 H 1.252 7.830 -0.256  0.089
217 H 1.955 5.281 -0.291  -0.034
218 H 3.412 5.758 -1.278  0.202
219 H 1.431 6.395 -2.754  0.291
220 H 1.601 3.493 -2.681  -0.539
221 H 3.122 4.375 -2.830  0.131
222 H 0.665 4.753 -4.540  0.307
223 H 2.114 3.923 -5.176  0.547
224 H 2.879 5.773 -6.788  0.320
225 H 2.183 7.306 -6.536  0.313
226 H 1.161 5.905 -6.808  0.312
227 C 5.251 -1.753 5.809  -1.891
228 C 4.490 -3.009 5.264  1.363
229 C 3.011 -2.791 5.698  -1.522
230 C 1.971 -3.548 4.857  -1.344
231 C 2.209 -3.552 3.340  -0.309
232 C 3.685 -3.787 2.908  1.817
233 N 4.583 -2.988 3.755  1.389
234 O 5.872 -2.892 3.332  -0.461
235 C 3.938 -5.295 3.037  -1.895
236 C 3.749 -3.330 1.410  -1.385
237 C 5.140 -4.278 5.912  -1.664
238 H 4.910 -0.854 5.296  0.307
239 H 5.065 -1.502 6.853  0.462
240 H 6.329 -1.768 5.649  0.451
241 H 2.851 -3.229 6.683  0.458
242 H 2.709 -1.748 5.800  0.453
243 H 1.998 -4.632 4.965  0.654
244 H 0.936 -3.266 5.054  0.462
245 H 1.845 -2.605 2.942  0.344
246 H 1.599 -4.380 2.978  0.002
247 H 4.988 -5.499 2.830  0.427
248 H 3.419 -5.917 2.308  0.459
249 H 3.736 -5.783 3.991  0.324
250 H 3.235 -3.941 0.668  0.157
251 H 4.778 -3.458 1.074  0.706
252 H 3.262 -2.363 1.290  -0.331
253 H 5.447 -4.101 6.943  0.454
254 H 4.357 -5.037 5.891  0.403
255 H 6.072 -4.526 5.406  0.325
256 H 5.886 -2.021 2.928  0.298
257 C -2.942 1.368 5.502  -1.962
258 C -2.638 1.096 3.970  1.497
259 C -1.120 0.815 3.857  -0.215
260 C -0.739 -0.573 4.319  -1.341
261 C -1.594 -1.643 3.598  -0.243
262 C -3.099 -1.421 3.685  1.612
263 N -3.451 -0.011 3.343  1.245
264 O -4.825 0.225 3.483  -0.599
265 C -3.839 -2.387 2.654  -1.898
266 C -3.515 -1.753 5.172  -1.994
267 C -3.003 2.413 3.135  -1.622
268 H -2.636 0.401 5.901  0.464
269 H -3.976 1.515 5.814  0.331
270 H -2.271 2.096 5.957  0.391
271 H -0.802 0.811 2.815  -0.495
272 H -0.463 1.514 4.374  0.646
273 H -0.885 -0.713 5.390  0.525
274 H 0.325 -0.793 4.235  0.325
275 H -1.227 -2.572 4.035  0.318
276 H -1.297 -1.586 2.551  -0.557
277 H -4.925 -2.399 2.753  0.369
278 H -3.522 -2.121 1.646  0.113
279 H -3.424 -3.387 2.779  0.666
280 H -4.376 -1.161 5.484  0.256
281 H -3.821 -2.797 5.119  0.578
282 H -2.733 -1.654 5.925  0.320
283 H -2.210 3.153 3.245  0.307
284 H -3.924 2.882 3.482  0.423
285 H -3.088 2.154 2.080  0.103
286 H -4.958 0.967 2.888  0.287

expectation value of S² = 0.754
frontier orbital gap (spin up / spin down) = 7.6689 / 3.3634 eV
2S+1 = 2
charge = +1